Record 1
Here is a 2-piece molecular cluster, C3H6N4 overall at a distorted geometry from OMol25. Energies are from ωB97M-V/def2-TZVPD.

Geometry as XYZ:
```
13
C3H6N4 ωB97M-V/def2-TZVPD
C -1.321 1.333 0.666
C -1.028 0.032 -0.019
C -1.266 -1.347 -0.231
N 1.637 -0.902 -0.022
N 2.505 -0.243 -0.256
N 3.302 0.497 -0.674
N -0.595 1.103 -0.542
H -2.360 1.879 0.590
H -0.735 1.672 1.614
H -2.321 -1.554 -0.444
H -1.010 -1.842 0.656
H -0.716 -1.825 -1.026
H 3.908 1.196 -0.312
```

HOMO = -9.47 eV
Multiplicity = 1
Energy above the lowest of the compared OMol25 structures with the same formula, charge and spin = 484.9 kJ/mol
Calculated total energy = -9163.83076 eV
LUMO = 1.155 eV

Record 2
Here is an isolated ion of composition C6H13N4O and charge +1 from OMol25. Energies are from ωB97M-V/def2-TZVPD.

Geometry as XYZ:
```
24
C6H13N4O ωB97M-V/def2-TZVPD
C -1.872 1.933 -0.411
C -1.664 1.142 -1.717
C -0.206 0.885 -2.079
C 0.513 -0.155 -1.232
O -0.187 -0.341 0.043
N 0.523 -1.100 0.887
N 0.650 -2.433 0.766
C 1.389 -2.831 1.810
N 1.709 -1.810 2.580
C 1.172 -0.721 2.004
N 1.251 0.560 2.458
H -1.024 2.586 -0.244
H -1.987 1.244 0.414
H -2.773 2.524 -0.488
H -2.248 0.229 -1.727
H -2.069 1.749 -2.521
H 0.369 1.803 -2.064
H -0.185 0.503 -3.094
H 0.594 -1.122 -1.723
H 1.523 0.177 -1.006
H 0.250 -2.975 0.014
H 1.664 -3.851 1.999
H 2.073 1.096 2.263
H 0.535 0.907 3.067
```

HOMO = -14.65 eV
Multiplicity = 1
Energy above the lowest of the compared OMol25 structures with the same formula, charge and spin = 290.0 kJ/mol
Calculated total energy = -14431.61625 eV
LUMO = -3.721 eV
Net charge = +1

Record 3
Here is a 3-piece molecular cluster, C8H11ClN2O2 overall at a distorted geometry from OMol25. Energies are from ωB97M-V/def2-TZVPD.

Geometry as XYZ:
```
24
C8H11ClN2O2 ωB97M-V/def2-TZVPD
N 0.479 0.258 -1.537
C 1.491 -0.166 -0.792
C 1.806 -1.557 -0.684
C 3.002 -1.984 -0.058
C 3.698 -1.096 0.769
Cl 5.025 -1.655 1.751
C 3.414 0.229 0.812
C 2.417 0.821 0.076
H -0.332 -0.308 -1.741
H 0.277 1.237 -1.727
H 1.289 -2.307 -1.262
H 3.346 -2.918 -0.109
H 4.038 0.978 1.283
H 2.367 1.904 -0.078
O 3.623 0.425 -3.776
C 3.222 1.497 -3.735
O 2.781 2.558 -3.779
C -2.017 0.706 0.263
N -1.377 -0.635 0.469
H -1.389 1.534 0.084
H -2.681 0.526 -0.721
H -2.743 0.953 0.979
H -1.947 -1.084 1.228
H -0.507 -0.543 0.908
```

HOMO = -7.60 eV
Multiplicity = 1
Energy above the lowest of the compared OMol25 structures with the same formula, charge and spin = 32.3 kJ/mol
Calculated total energy = -28071.24651 eV
LUMO = 0.491 eV

Record 4
Here is C38H28FIN3O2PTi as an isolated structure at a distorted geometry from OMol25. Energies are from ωB97M-V/def2-TZVPD.

Geometry as XYZ:
```
75
C38H28FIN3O2PTi ωB97M-V/def2-TZVPD
Ti -0.095 0.541 1.104
C 1.014 0.513 5.524
C 1.813 1.622 5.748
C 2.141 2.418 4.668
C 1.661 2.109 3.400
N 0.837 1.070 3.194
C 0.544 0.287 4.248
C 1.795 2.471 0.876
C 1.528 3.374 -0.191
C 1.771 3.121 -1.518
C 1.971 1.888 -2.185
C 1.581 0.677 -1.682
N 1.221 0.524 -0.382
H 0.740 -0.162 6.323
H 2.180 1.856 6.738
H 2.787 3.277 4.791
H -0.117 -0.544 4.056
H 1.293 4.397 0.084
H 1.764 3.991 -2.169
H 2.232 1.933 -3.235
H 1.446 -0.170 -2.350
I -1.823 2.328 -0.664
C -1.426 1.696 -2.651
C -1.221 2.746 -3.507
C -1.117 2.556 -4.891
C -1.287 1.303 -5.399
C -1.512 0.200 -4.544
C -1.761 -1.061 -5.135
C -2.026 -2.158 -4.371
C -1.953 -2.036 -2.976
C -1.660 -0.843 -2.349
P -1.366 -1.059 -0.559
C -0.096 -2.352 -0.427
C 0.677 -2.807 -1.491
C 1.767 -3.636 -1.257
C 2.093 -4.019 0.034
C 1.323 -3.578 1.101
C 0.237 -2.744 0.877
C -2.921 -1.791 0.028
C -4.019 -0.946 0.186
C -5.229 -1.455 0.628
C -5.352 -2.807 0.919
C -4.264 -3.651 0.761
C -3.050 -3.148 0.316
C -1.523 0.355 -3.121
H -1.160 3.752 -3.112
H -0.947 3.407 -5.537
H -1.269 1.127 -6.468
H -1.762 -1.124 -6.217
H -2.255 -3.115 -4.820
H -2.101 -2.923 -2.372
H 0.438 -2.518 -2.505
H 2.360 -3.985 -2.093
H 2.940 -4.669 0.210
H 1.563 -3.886 2.111
H -0.372 -2.418 1.711
H -3.932 0.111 -0.039
H -6.077 -0.794 0.751
H -6.297 -3.202 1.267
H -4.359 -4.707 0.981
H -2.207 -3.815 0.190
O -2.884 1.195 2.654
N -1.862 0.814 2.182
O -1.449 -0.380 2.370
F 5.776 2.481 2.249
C 4.462 2.209 2.113
C 3.599 3.224 2.261
C 2.113 2.996 2.249
C 2.058 1.131 0.589
C 3.131 0.350 1.143
C 4.201 0.829 1.820
H 3.991 4.227 2.372
H 1.615 3.962 2.373
H 3.093 -0.711 0.917
H 4.995 0.145 2.098
```

HOMO (spin up / spin down) = -10.43 / -10.39 eV
Multiplicity = 2
Energy above the lowest of the compared OMol25 structures with the same formula, charge and spin = 197.4 kJ/mol
Calculated total energy = -91640.48191 eV
LUMO (spin up / spin down) = -3.069 / -3.560 eV
Net charge = +1

Record 5
Here is a single C4H9NO2 molecule from OMol25. Energies are from ωB97M-V/def2-TZVPD.

Geometry as XYZ:
```
16
C4H9NO2 ωB97M-V/def2-TZVPD
C -1.760 -1.020 0.686
O -1.560 0.363 0.524
C -0.207 0.645 0.777
C 0.717 0.385 -0.411
C 0.226 0.066 -1.804
N 1.984 0.456 -0.264
O 2.335 0.767 1.049
H -2.824 -1.210 0.813
H -1.376 -1.571 -0.183
H -1.236 -1.365 1.571
H 0.162 0.045 1.606
H -0.117 1.692 1.086
H -0.483 0.819 -2.163
H -0.265 -0.915 -1.844
H 1.103 0.046 -2.459
H 3.299 0.796 1.014
```

HOMO = -9.61 eV
Multiplicity = 1
Energy above the lowest of the compared OMol25 structures with the same formula, charge and spin = 314.6 kJ/mol
Calculated total energy = -9876.80027 eV
LUMO = 0.990 eV

Record 6
Here is a single C5H9BN2O2 molecule at a distorted geometry from OMol25. Energies are from ωB97M-V/def2-TZVPD.

Geometry as XYZ:
```
19
C5H9BN2O2 ωB97M-V/def2-TZVPD
C 2.069 -0.775 -0.669
C 1.603 -0.167 0.661
N 0.493 0.776 0.525
C 0.512 2.084 0.288
N -0.467 2.742 -0.207
C -1.429 1.779 -0.423
C -1.151 0.474 -0.208
B -1.830 -0.975 0.059
O -3.203 -0.932 -0.022
O -1.034 -2.081 0.135
H 3.027 -0.275 -1.046
H 1.397 -0.501 -1.428
H 2.225 -1.903 -0.471
H 2.408 0.498 1.209
H 1.284 -0.716 1.621
H 1.541 2.583 0.502
H -2.303 1.988 -1.130
H -3.602 -1.691 0.314
H -1.540 -2.907 0.289
```

HOMO = -8.75 eV
Multiplicity = 1
Energy above the lowest of the compared OMol25 structures with the same formula, charge and spin = 171.0 kJ/mol
Calculated total energy = -13082.65010 eV
LUMO = 0.093 eV

Record 7
Here is a 8-piece molecular cluster, C13H42N6O9 overall at a distorted geometry from OMol25. Energies are from ωB97M-V/def2-TZVPD.

Geometry as XYZ:
```
70
C13H42N6O9 ωB97M-V/def2-TZVPD
N 7.437 14.533 12.491
C 7.309 13.313 11.866
N 8.209 13.044 10.849
O 6.409 12.515 12.180
H 6.820 14.747 13.206
H 7.963 15.260 12.011
H 8.700 13.792 10.392
H 8.575 12.116 10.849
N 5.827 9.654 11.917
C 6.694 8.618 12.131
N 6.296 7.374 11.778
O 7.811 8.684 12.643
H 5.125 9.596 11.196
H 6.184 10.561 12.147
H 5.402 7.124 11.325
H 7.044 6.703 11.749
N 12.841 13.397 10.524
C 11.977 13.479 11.589
N 11.654 12.390 12.287
O 11.496 14.585 11.883
H 13.246 14.303 10.422
H 13.535 12.695 10.610
H 11.931 11.499 11.940
H 10.795 12.398 12.805
O 9.012 6.815 10.692
C 9.955 7.465 9.877
C 11.405 7.645 10.536
O 11.453 8.784 11.371
H 8.860 7.482 11.414
H 10.024 6.837 8.972
H 9.676 8.529 9.586
H 12.145 7.691 9.731
H 11.644 6.782 11.143
H 11.161 8.599 12.222
C 6.623 14.446 5.900
C 6.340 14.516 7.340
O 7.223 13.582 7.966
H 5.901 14.965 5.282
H 6.637 13.375 5.602
H 7.588 14.895 5.528
H 5.304 14.244 7.407
H 6.400 15.557 7.633
H 7.090 13.346 8.901
C 9.299 12.121 15.135
C 7.968 11.383 14.869
O 8.120 9.956 15.171
H 9.346 13.150 14.745
H 10.190 11.584 14.745
H 9.311 12.344 16.170
H 7.615 11.498 13.819
H 7.148 11.870 15.402
H 7.895 9.442 14.404
C 8.243 17.732 9.749
C 9.569 17.213 10.174
O 9.403 15.969 10.830
H 8.000 17.186 8.814
H 8.245 18.792 9.531
H 7.481 17.366 10.519
H 10.075 17.778 10.935
H 10.334 16.973 9.369
H 10.222 15.674 11.267
C 10.650 11.551 8.365
C 10.826 12.813 7.538
O 10.200 13.874 8.298
H 9.581 11.450 8.517
H 11.158 11.647 9.345
H 11.030 10.664 7.885
H 10.443 12.705 6.516
H 11.903 13.006 7.592
H 9.198 13.718 8.158
```

HOMO = -9.53 eV
Multiplicity = 1
Calculated total energy = -41531.65294 eV
LUMO = 0.572 eV